Entry 1:
ORCA calculation (ωB97M-V with the def2-TZVPD basis set) on a 6-piece molecular cluster, C30H55F6N10P overall at a distorted geometry.

Results
LUMO energy (eV): -8.0
Charge: +4
Relative energy (zero: lowest compared OMol25 entry of this formula, charge and spin) (kcal per mole): 57.5
HOMO-LUMO gap (eV): 9.8
E_HOMO (eV): -17.75

Geometry (Å):
C -2.7976 -3.7518 -0.9268
C 0.7643 -3.0390 4.0224
H -1.8218 -6.4579 -2.5917
C -3.9969 -0.7523 -3.8411
H -0.1713 3.2463 4.4317
H -2.0844 0.9454 -2.8850
N -3.8564 -3.0188 -2.8359
N -2.5532 2.9423 -3.2828
H -1.6396 -6.2310 -0.8230
C 1.4833 5.0405 -1.0236
C -3.0411 3.4759 -2.1586
H 3.3243 -0.9270 8.1911
H -2.8097 3.0635 -1.1876
C -3.4925 -2.6611 -1.4930
F 0.1788 -0.1320 0.3364
C 1.7027 -2.6461 -1.3037
H -1.7292 3.3419 3.5263
H -2.0058 1.3508 -4.5551
H -4.0702 6.4755 -1.5100
N 2.8274 -3.4492 -1.5753
H -3.8216 -4.9623 -3.8434
H -3.9723 -0.2264 -2.8867
C 6.3921 -5.3210 0.2049
C 2.1363 -1.8962 5.7876
H 0.1764 1.7284 -4.3356
H -3.8728 5.1354 -0.4859
C -3.0313 3.8046 -4.3106
H 4.5777 -5.9353 -2.8781
H -4.5283 -0.0795 -4.5141
C 3.4344 -0.2519 7.3425
H -5.6046 -2.0871 -3.4705
H 0.5750 -0.3299 3.6017
H 2.2311 5.1513 -1.8089
H 0.5673 -1.8498 2.1525
H 4.3820 -2.6557 -0.2196
C -4.3254 5.4184 -1.4362
F 0.2378 1.5825 1.8681
H 0.5679 5.5253 -1.3628
C -0.0988 6.4260 1.4279
N -2.8566 -4.7827 -1.8605
N 2.5217 -0.6517 6.1867
C 0.0807 -2.6681 2.6832
H -0.1365 7.2528 0.7342
C -0.9233 3.9049 3.9972
H 1.4613 3.6343 2.3096
C 2.0042 5.5161 0.3177
H -5.4141 5.3990 -1.4863
H 2.2593 1.2705 5.3856
C 1.1617 -0.5715 4.4757
H -4.5298 -2.5540 -4.8873
C 0.7826 4.4692 2.2166
H 3.2795 0.7847 7.6417
C -3.5914 -4.3229 -3.0040
H 0.7605 -3.1915 -1.2510
H -2.8613 3.5642 -5.3497
N 4.8824 -4.3674 -1.4493
C -4.5922 -2.1963 -3.8596
N 1.3040 -1.8570 4.7269
H 6.2968 -6.4046 0.1351
H 6.7406 -4.9452 -1.9830
H -1.6412 6.4606 3.1437
C 6.2503 -4.5487 -1.0939
H -2.3436 -3.8472 0.0484
N -0.4239 4.7262 2.9183
H 1.3051 3.9671 -0.9583
C -0.2978 2.1586 -3.4534
F -2.0669 1.9719 1.1199
C 4.0492 -3.3526 -0.9746
H -3.5625 -1.6465 -1.1295
P -0.8409 0.9734 0.7083
C 1.9358 0.2429 5.3082
H 4.4932 -0.3907 7.1239
H 6.6812 -3.5581 -0.9482
C 2.8419 -4.5467 -2.4247
C -0.8405 6.0092 2.5766
F -1.6056 -0.0420 1.7317
H 2.3808 6.5329 0.2058
H 1.6187 -2.0907 -2.2379
F -1.8023 0.4150 -0.5418
N 0.9094 5.4717 1.2422
H 7.4126 -5.1824 0.5619
H 1.6179 -3.6888 3.8290
H -1.2921 4.5878 4.7625
H -3.9987 5.8865 -4.1914
H 2.8359 4.9813 0.7761
H 0.0252 -3.6660 4.5210
H -0.1237 3.2344 -3.4757
H 5.8150 -4.9009 1.0287
H -0.9203 -2.2545 2.8054
H 1.8484 -2.0545 -0.3999
C -1.7812 1.7430 -3.5632
N -3.7566 4.6191 -2.4622
H 2.3836 -2.8618 6.2035
H 1.9164 -4.8510 -2.8910
F -0.4172 2.0199 -0.4960
C -3.6201 4.9606 -3.7844
H -3.1044 -6.8994 -1.5800
H 0.3533 1.6338 -2.7543
H -2.9669 -0.7752 -4.1970
C 4.1525 -5.0774 -2.3785
H 0.0346 -3.4868 1.9652
C -2.3186 -6.1496 -1.6718

Entry 2:
ORCA calculation (ωB97M-V with the def2-TZVPD basis set) on C30H55FeN4O2P2 as an isolated structure at a distorted geometry.

Results
LUMO energy (alpha / beta) (eV): -2.3 / -2.5
Expectation value of S²: 6.04
Charge: +1
Multiplicity: 5
Relative energy (zero: lowest compared OMol25 entry of this formula, charge and spin) (kcal per mole): 101.4
HOMO-LUMO gap (alpha / beta) (eV): 6.1 / 5.9
E_HOMO (alpha / beta) (eV): -8.43 / -8.41

Geometry (Å):
H -1.1663 2.9508 -3.8070
C -0.9870 2.2275 2.0962
H -2.8279 -1.3889 2.3624
C 2.5956 3.3154 2.1863
H 4.7607 -3.0581 0.7648
H 2.1124 -0.6080 -2.8999
C 1.2498 3.2466 2.4905
H 3.4007 -4.0801 -0.6122
C -1.3466 3.2062 -0.8048
C -4.6227 0.1534 1.0700
C 2.3241 1.4215 0.7257
C -3.6439 3.4507 0.0871
H 4.9823 -2.2483 2.3250
H 1.5890 -0.3111 -4.7209
C -3.1168 -0.4975 2.9363
C 1.4203 0.7782 -4.7279
C 3.5853 -3.3617 -1.4226
C -2.5991 2.4156 -0.3743
H 3.2217 4.0820 2.6527
H 0.8016 -3.6911 -1.1143
C -1.0940 0.4393 -4.9679
H 1.8187 -0.5482 2.7967
P 2.0635 -1.2636 0.0151
C -0.2030 -1.0515 2.1336
O -0.2624 -1.7047 3.2794
N -1.6004 -3.8764 1.5482
H -3.3145 2.2654 -2.4249
H 1.3321 -3.6836 -2.8224
H -1.0592 0.7934 -6.0109
N 1.0065 1.3348 1.0214
H 2.9703 -1.9798 -3.6445
H -2.2852 -0.2206 3.6027
C 2.9915 -1.9597 1.5382
H 1.4900 1.1316 -5.7682
H -4.2338 -0.6074 0.3737
H 2.4343 -4.0563 1.1309
C -3.5189 0.6611 2.0182
H -5.4200 -0.3186 1.6725
H 2.8324 -3.6984 2.8296
H -4.6191 2.9992 0.3198
H -0.1119 3.0065 -5.2520
H 3.1261 -1.4254 3.6292
C 2.8687 -1.3824 -2.7192
P -1.9805 1.2230 1.0227
H -3.2905 4.0139 0.9648
H -0.4838 2.5554 -0.9979
H 4.9766 -1.2847 0.8341
H 3.6339 -3.9369 -2.3664
C 0.4076 2.2596 1.8774
H -1.0493 3.9178 -0.0189
H 1.2677 -3.1802 2.1578
H 0.5948 3.1910 -3.6169
H 0.3495 -2.3357 -2.1676
C 0.0264 1.1380 -4.1621
N -2.0899 -2.9214 3.5733
H -1.5746 3.7789 -1.7215
H -3.8067 4.1791 -0.7311
Fe -0.2189 -0.3743 0.3326
O -1.1435 -1.8660 1.3606
H -4.9110 1.4154 3.4941
C 3.1583 2.3993 1.2726
H 2.2205 1.2596 -4.1400
H -1.4222 3.0212 2.7138
C -4.0418 1.7929 2.9250
H -2.4897 0.7841 -1.8433
H 3.8365 -0.8891 -2.5331
C -0.0350 0.6719 -2.7521
H -0.9705 -0.6555 -4.9660
H -4.1416 1.1552 -1.3131
C 4.5109 -2.1515 1.3299
H -3.2731 2.0969 3.6506
H 4.2183 2.4285 1.0016
H -2.1374 -2.2314 4.3500
H -3.9830 -0.7722 3.5647
H 4.5699 -2.8953 -1.2726
C 2.8404 -0.9327 2.6846
H 2.6099 0.7033 -1.2736
C -0.1774 2.6693 -4.2044
H 3.5091 -0.0703 2.5319
H -1.9814 -4.7367 1.9340
H -2.4492 -3.8391 3.8567
N -0.0725 0.3087 -1.6511
H -5.0875 0.9629 0.4887
H -2.0867 0.6781 -4.5507
C 2.3348 -3.3013 1.9267
H 0.7947 3.9524 3.1905
C -1.5967 -2.7979 2.2900
C 1.1559 -3.0476 -1.9362
C 2.4623 -2.3165 -1.5668
H -1.2599 -3.9181 0.5730
C 2.8836 0.3982 -0.2496
C -3.1658 1.6003 -1.5534
H 3.9839 0.3594 -0.1954
H -4.3699 2.6822 2.3698